The following is a quantum chemistry calculation of C3H2Cl2N2O3 in the gas phase in a non-equilibrium geometry, from the OMol25 dataset.

Geometry (Å):
1 C 0.69952 1.39335 0.28657
2 C -1.01361 -0.41753 0.39948
3 C 1.86158 0.36418 0.35673
4 N -0.58054 0.94205 0.19020
5 N -1.42212 -0.88845 -0.77027
6 O 1.03408 2.57396 0.26620
7 O -0.75627 -0.95000 1.46055
8 O -1.89914 -2.14929 -0.95001
9 Cl 3.38852 1.02193 0.38075
10 Cl 1.53493 -1.20752 -0.01652
11 H -1.01235 1.83122 0.22394
12 H -1.83460 -2.51391 -1.82762

Computed properties:
Kohn-Sham gap (alpha / beta), eV: 9.388 / 5.644
2S+1: 1
LUMO level (alpha / beta), eV: -0.97 / -2.75
Energy relative to the best compared isomer or geometry (same formula, charge and spin), kcal per mole: 50.7


The following is a quantum chemistry calculation of a 5-piece molecular cluster, C33H39N6O10 overall in a non-equilibrium geometry, from the OMol25 dataset.

Geometry (Å):
1 C -2.35351 0.95985 3.24015
2 C -1.07708 0.19741 3.39393
3 O -1.03488 -0.85995 3.88259
4 O 0.01882 0.85489 2.93093
5 C 1.05268 1.00813 3.91399
6 C 2.35431 0.54705 3.29529
7 C 2.79261 1.55101 2.22791
8 N 4.21368 1.44850 1.88498
9 C 4.71979 0.08473 1.85218
10 C 6.06269 0.08952 1.15016
11 N 5.75698 0.20412 -0.30468
12 C 4.86948 1.38921 -0.57188
13 C 4.55042 2.20664 0.68379
14 H -2.36187 1.51272 2.30963
15 H -2.45761 1.67280 4.04545
16 H -3.15540 0.24060 3.26827
17 H 1.16756 2.04987 4.18924
18 H 0.85608 0.42140 4.79774
19 H 3.13573 0.49207 4.04260
20 H 2.19951 -0.41893 2.84068
21 H 2.13248 1.46420 1.36073
22 H 2.64268 2.52619 2.67731
23 H 4.01013 -0.55165 1.30832
24 H 4.89527 -0.31788 2.83532
25 H 6.59244 -0.82749 1.35096
26 H 6.69087 0.90243 1.47557
27 H 6.59073 0.16077 -0.90001
28 H 5.21727 -0.63296 -0.51670
29 H 5.40641 2.04492 -1.23925
30 H 4.00718 1.06921 -1.12826
31 H 5.35439 2.90175 0.88113
32 H 3.69463 2.80892 0.41798
33 C 3.38514 -0.81426 -6.09975
34 C 4.46124 -0.26721 -6.78426
35 C 5.66939 -0.06904 -6.13639
36 C 5.78286 -0.42624 -4.80526
37 C 4.71637 -0.96855 -4.10766
38 C 3.51180 -1.16174 -4.76101
39 N 7.07268 -0.23393 -4.12692
40 O 7.97747 0.24924 -4.75917
41 O 7.16680 -0.57826 -2.94721
42 H 2.44518 -0.97310 -6.61100
43 H 4.36017 0.00267 -7.82596
44 H 6.50635 0.35647 -6.67029
45 H 4.81615 -1.24718 -3.06908
46 H 2.67182 -1.58836 -4.23012
47 C -4.97730 0.42021 -1.02422
48 C -3.82144 0.87630 -0.40415
49 C -3.26538 2.08914 -0.77405
50 C -3.87900 2.83495 -1.76238
51 C -5.02735 2.39366 -2.39406
52 C -5.57620 1.17714 -2.01973
53 N -3.29791 4.13241 -2.14215
54 O -2.27187 4.47678 -1.57957
55 O -3.87245 4.78171 -2.99331
56 H -5.41400 -0.52582 -0.73266
57 H -3.35224 0.28451 0.37045
58 H -2.36527 2.44348 -0.29287
59 H -5.49506 2.98348 -3.16846
60 H -6.47080 0.82092 -2.50009
61 C 1.11172 -2.21201 5.88686
62 C 0.49574 -2.22470 7.13068
63 C 1.25703 -2.11496 8.28433
64 C 2.62977 -1.98995 8.17394
65 C 3.26012 -1.98261 6.94423
66 C 2.49306 -2.09505 5.79613
67 N 3.44177 -1.85004 9.39447
68 O 2.86181 -1.87916 10.46151
69 O 4.64348 -1.70972 9.25515
70 H 0.51632 -2.29034 4.98823
71 H -0.57931 -2.31689 7.20124
72 H 0.77871 -2.12476 9.25267
73 H 4.33414 -1.88979 6.87466
74 H 2.97291 -2.08921 4.82581
75 C -10.93552 -1.64697 -6.05528
76 C -9.80105 -1.22974 -6.73832
77 C -8.60615 -1.05956 -6.05988
78 C -8.56505 -1.31478 -4.70095
79 C -9.68750 -1.72502 -4.00433
80 C -10.87921 -1.89046 -4.68968
81 N -7.29377 -1.15588 -3.98136
82 O -6.32660 -0.77420 -4.61300
83 O -7.27973 -1.41633 -2.78863
84 H -11.86659 -1.78371 -6.58935
85 H -9.84752 -1.03930 -7.80154
86 H -7.72340 -0.73482 -6.59050
87 H -9.64231 -1.91685 -2.94256
88 H -11.76450 -2.21263 -4.15928

Computed properties:
Net charge: +1
Kohn-Sham gap, eV: 8.008
2S+1: 1
LUMO level, eV: -3.45


The following is a quantum chemistry calculation of a 12-piece molecular cluster, C40H66Cl7F24NO13 overall in a non-equilibrium geometry, from the OMol25 dataset.

Geometry (Å):
1 C -29.25393 -12.44162 18.05713
2 O -29.56339 -12.23912 19.40970
3 C -29.37554 -10.95728 19.93632
4 C -29.59050 -10.98298 21.43848
5 N -28.90870 -12.15774 22.03523
6 H -29.55899 -12.95411 21.97256
7 H -28.07664 -12.40505 21.44683
8 C -28.56033 -11.96357 23.48307
9 C -27.86437 -13.22187 23.96970
10 O -28.71140 -14.31418 23.66683
11 C -28.12054 -15.56022 23.93029
12 H -29.35399 -13.48154 17.75803
13 H -28.27258 -12.04163 17.78215
14 H -29.97820 -11.84467 17.48735
15 H -30.04802 -10.20120 19.50477
16 H -28.40044 -10.52382 19.66862
17 H -30.64733 -10.92081 21.68527
18 H -29.16808 -10.06328 21.84248
19 H -29.53706 -11.87159 23.95800
20 H -27.97591 -11.05850 23.61152
21 H -27.66937 -13.14026 25.03923
22 H -26.92492 -13.35434 23.42234
23 H -27.87457 -15.62617 24.99746
24 H -27.24037 -15.77445 23.32143
25 H -28.84713 -16.36054 23.77782
26 Cl -30.43022 -8.55612 24.28231
27 O -30.98593 -9.90254 24.25921
28 O -29.00700 -8.68326 24.20894
29 O -30.89000 -7.83926 23.12302
30 O -30.81990 -7.88782 25.48807
31 C -25.27639 -20.07269 20.68085
32 C -26.33893 -19.20972 20.02608
33 C -27.01536 -18.27007 21.01342
34 F -26.14551 -17.67151 21.86663
35 F -27.77506 -17.34012 20.37405
36 F -25.70724 -18.51482 19.03923
37 F -27.31397 -19.96964 19.48417
38 O -25.91407 -20.80915 21.68901
39 C -25.22848 -21.83455 22.32342
40 C -26.26700 -22.37973 23.29771
41 F -27.50296 -22.55914 22.79688
42 F -25.86286 -23.45738 24.00538
43 F -24.82110 -22.70679 21.37370
44 F -24.16580 -21.37026 22.98159
45 H -24.47470 -19.44469 21.07420
46 H -24.85529 -20.69677 19.88808
47 H -27.71249 -18.83656 21.63799
48 H -26.39367 -21.55541 24.01488
49 C -28.44525 -7.17582 15.91458
50 C -28.23703 -5.66030 15.82000
51 C -29.55781 -4.92945 15.66327
52 F -30.21486 -5.28772 14.52041
53 F -30.36904 -5.17686 16.71842
54 F -27.62023 -5.20504 16.94430
55 F -27.39763 -5.37550 14.79158
56 O -27.23648 -7.89929 15.78010
57 C -27.01026 -8.88943 16.67480
58 C -25.69057 -9.55738 16.34835
59 F -24.66521 -8.67075 16.43621
60 F -25.41497 -10.63227 17.12186
61 F -26.95611 -8.41730 17.93772
62 F -28.00832 -9.80000 16.62751
63 H -29.13414 -7.52190 15.14373
64 H -28.83454 -7.37021 16.91744
65 H -29.40091 -3.84888 15.56615
66 H -25.66790 -9.89784 15.30738
67 C -27.09592 -7.82544 27.03748
68 C -27.64939 -6.92692 28.12160
69 C -28.51286 -7.67613 29.11591
70 F -28.94339 -6.88509 30.13919
71 F -29.58196 -8.23273 28.48435
72 F -26.63532 -6.33138 28.81795
73 F -28.35280 -5.94312 27.51653
74 O -26.67628 -9.09549 27.55350
75 C -26.02951 -9.90499 26.66697
76 C -25.57263 -11.12874 27.44120
77 F -25.04144 -12.10566 26.66709
78 F -24.71155 -10.80793 28.42514
79 F -26.87919 -10.25400 25.69342
80 F -24.97850 -9.24566 26.13518
81 H -26.28972 -7.35487 26.47308
82 H -27.88926 -8.05540 26.31663
83 H -27.98701 -8.51024 29.59430
84 H -26.45221 -11.55714 27.93319
85 C -26.59854 -14.34733 29.01212
86 C -26.78384 -14.84645 27.58795
87 C -27.91306 -15.89940 27.79429
88 O -27.87272 -16.27601 29.16822
89 C -26.76314 -15.63888 29.81137
90 H -27.37551 -13.61235 29.22237
91 H -25.60976 -13.90894 29.16453
92 H -25.89455 -15.30841 27.16490
93 H -27.17455 -14.02064 26.99716
94 H -27.70582 -16.77939 27.18151
95 H -28.87664 -15.45723 27.54078
96 H -25.85452 -16.24542 29.74843
97 H -27.09195 -15.51684 30.84199
98 C -32.19073 -15.60760 23.06999
99 C -31.89897 -15.78276 21.57198
100 C -31.09043 -14.49947 21.24897
101 O -31.34421 -13.56360 22.30927
102 C -32.29932 -14.10335 23.23352
103 H -31.33207 -16.01579 23.60283
104 H -33.10713 -16.11715 23.36788
105 H -32.76699 -15.99262 20.95447
106 H -31.17728 -16.59878 21.50311
107 H -31.46690 -14.05975 20.32496
108 H -30.03388 -14.75032 21.15131
109 H -33.29331 -13.77215 22.91852
110 H -32.00646 -13.70056 24.20069
111 C -31.13906 -20.48848 20.55627
112 C -30.95153 -19.03578 21.01433
113 C -30.19080 -19.21746 22.30599
114 O -29.22379 -20.22668 21.95471
115 C -29.83099 -21.14604 21.05712
116 H -31.33518 -20.53667 19.48448
117 H -32.03714 -20.93540 20.98459
118 H -31.87616 -18.47162 21.15085
119 H -30.31967 -18.45886 20.33647
120 H -30.78282 -19.65403 23.12028
121 H -29.72233 -18.34487 22.76234
122 H -30.10749 -22.03592 21.62855
123 H -29.18584 -21.43320 20.22944
124 C -24.79671 -13.23970 19.22741
125 C -25.86788 -14.21859 18.78030
126 C -26.76347 -14.30071 20.00444
127 O -26.79789 -12.92895 20.45238
128 C -25.56233 -12.29162 20.12221
129 H -24.23782 -12.75894 18.42929
130 H -24.10463 -13.81627 19.84897
131 H -25.48966 -15.20630 18.50427
132 H -26.45217 -13.91635 17.90772
133 H -26.31257 -14.95160 20.75960
134 H -27.78726 -14.59756 19.78608
135 H -25.06902 -12.02652 21.06191
136 H -25.75730 -11.34024 19.61607
137 C -26.13082 -7.70834 22.36710
138 Cl -24.69924 -7.62045 23.41948
139 Cl -26.52468 -9.39480 21.98719
140 H -27.01778 -7.29090 22.83424
141 H -25.92180 -7.18963 21.43886
142 C -32.54107 -10.58223 16.15666
143 Cl -31.45166 -9.22504 16.45925
144 Cl -32.49419 -11.16055 14.48773
145 H -32.18555 -11.39531 16.78090
146 H -33.53585 -10.28550 16.46700
147 C -22.83480 -13.03623 23.83409
148 Cl -22.85481 -11.39574 23.15192
149 Cl -23.99179 -14.15471 23.09989
150 H -21.81837 -13.40406 23.75738
151 H -23.09124 -12.91248 24.88090

Computed properties:
Kohn-Sham gap, eV: 8.794
2S+1: 1
LUMO level, eV: 0.03